# 1
# C22H39N3O2PS6Sn

A structure of composition C22H39N3O2PS6Sn (wB97M-V/def2-TZVPD, the Open Molecules 2025 dataset).

XYZ file:
```
74
Properties=species:S:1:pos:R:3:mulliken_charge:R:1
Sn -0.4525 0.6153 -0.2112 0.2361
C -0.5548 -2.9710 2.9913 0.2240
C 0.3159 -3.5534 1.8807 -0.9868
S 1.4772 -2.4154 1.0939 0.3605
C 2.9056 -2.5381 2.1949 -1.1592
C 2.7930 -1.9277 3.5934 -0.6295
S 2.3818 -0.1645 3.5304 -0.0769
C 1.2790 -0.0074 4.9576 -0.3880
C 0.3878 1.2327 4.8326 -1.1644
S -0.5683 1.3908 3.3050 0.2086
C -2.1458 0.6176 3.7119 -0.7945
C -2.1680 -0.8991 3.8802 -0.9285
S -1.7514 -1.7753 2.3446 0.2649
H 0.0689 -2.4543 3.7177 -0.6247
H -1.0675 -3.7897 3.5049 0.4387
H -0.3192 -3.9271 1.0750 0.2862
H 0.8709 -4.4121 2.2718 0.5158
H 3.7069 -2.0365 1.6474 0.3814
H 3.2065 -3.5854 2.2988 0.3994
H 3.7419 -2.0865 4.1123 0.4696
H 2.0279 -2.4447 4.1728 0.3471
H 1.8581 0.0720 5.8814 0.4128
H 0.6606 -0.9028 5.0318 0.0684
H 1.0016 2.1317 4.9090 0.4611
H -0.3017 1.2539 5.6816 0.4359
H -2.7839 0.9023 2.8702 0.2527
H -2.5684 1.0934 4.6018 0.5087
H -3.1648 -1.1934 4.2174 0.4525
H -1.4678 -1.2104 4.6567 0.3669
C -6.0310 1.7567 -1.1256 -0.7982
S -4.9156 1.3355 -2.4740 -0.1196
C -3.3457 1.3377 -1.6241 0.2818
S -3.1818 0.5019 -0.0959 -0.5534
N -2.4052 1.9308 -2.2717 -1.0633
N -1.1527 1.8795 -1.7321 1.0754
C -0.3150 2.9235 -2.1462 -0.9420
C 0.7320 3.2309 -1.3340 0.4489
C 1.6359 4.3449 -1.5206 -1.0572
C 2.6150 4.5935 -0.6209 -0.2039
C 2.7732 3.7535 0.5277 -0.9931
C 1.9053 2.7027 0.6507 0.0299
N 0.9347 2.4032 -0.2214 0.1304
H -7.0482 1.6244 -1.4959 0.3201
H -5.8708 1.0914 -0.2785 0.2095
H -5.8992 2.7894 -0.8039 0.2576
H -0.6333 3.5293 -2.9852 0.3085
H 1.4874 4.9917 -2.3791 0.4067
H 3.2732 5.4436 -0.7690 0.3805
H 3.5505 3.9148 1.2604 0.3991
H 1.9935 2.0138 1.4891 0.1002
C 2.6856 -0.9183 -4.6122 -1.2227
P 1.8033 0.3721 -3.6868 1.1623
C 0.1332 0.3340 -4.3676 -0.8772
C 2.5314 1.9174 -4.2662 -1.0470
O 1.9047 0.1836 -2.2174 -0.7618
H 2.6596 -0.7288 -5.6866 0.3729
H 2.2267 -1.8862 -4.4092 0.3159
H 3.7229 -0.9477 -4.2772 0.3388
H 0.1708 0.2581 -5.4566 0.4430
H -0.4026 1.2331 -4.0683 0.2442
H -0.4062 -0.5263 -3.9684 0.0889
H 2.4244 2.0273 -5.3470 0.3682
H 3.5887 1.9376 -3.9997 0.3413
H 2.0265 2.7355 -3.7532 0.1345
C -3.2225 -2.9034 -1.4022 -0.3177
O -1.9718 -3.0679 -2.1160 -0.3254
C -0.9044 -2.6565 -1.4946 0.2771
C 0.2862 -2.9015 -2.3612 -0.7640
H -3.8281 -2.1987 -1.9680 0.2136
H -3.0106 -2.5002 -0.4158 0.0276
H -3.7000 -3.8816 -1.3631 0.2813
H 0.0638 -3.0282 -3.4269 0.4122
H 0.7152 -3.8343 -1.9695 0.4029
H 1.0318 -2.1265 -2.1720 -0.0655
```

Its total energy is -112143.492 eV. The calculation puts the gap between HOMO and LUMO at 0.1549 hartree. The multiplicity is 1. The HOMO energy is -2.03 eV. The calculation puts the LUMO energy at 2.18 eV. The net charge is -1. The relative energy (zero: lowest compared OMol25 entry of this formula, charge and spin) is 8.07 kcal per mole.


# 2
# C4H6O3Pd

A structure of composition C4H6O3Pd in a non-equilibrium geometry (wB97M-V/def2-TZVPD, the Open Molecules 2025 dataset).

XYZ file:
```
14
Properties=species:S:1:pos:R:3:nbo_charge:R:1
C -3.0709 -0.3586 -0.3306 0.8171
C -1.7851 -0.2261 -0.4813 -0.4104
O -4.2203 -0.0229 -0.6057 -0.4248
H -1.3099 0.7391 -0.2843 0.3391
H -1.7983 -1.3675 -0.8785 0.4019
H -4.7847 0.2454 0.1526 0.6132
O 0.0744 -0.5443 0.5336 -0.3123
C 0.6769 0.4644 0.7879 0.6524
O 1.9833 0.6479 0.7646 -0.4858
Pd 2.0722 2.3491 0.3146 1.3036
C 2.8855 -0.3273 0.1067 -0.2986
H 3.1556 -1.0256 0.9030 0.2922
H 2.4077 -0.8556 -0.7217 0.2601
H 3.7136 0.2819 -0.2610 0.2522
```

Its total energy is -13820.783 eV. The calculation puts the gap between HOMO and LUMO (spin up / spin down) at 0.3530 / 0.1659 hartree. Its expectation value of S² is 3.77. The multiplicity is 4. The HOMO energy (spin up / spin down) is -23.44 / -23.03 eV. The calculation puts the LUMO energy (spin up / spin down) at -13.84 / -18.52 eV. The net charge is +3. The relative energy (zero: lowest compared OMol25 entry of this formula, charge and spin) is 35.05 kcal per mole.


# 3
# C7H6BNO5S

An isolated molecule of C7H6BNO5S in a non-equilibrium geometry (wB97M-V/def2-TZVPD, the Open Molecules 2025 dataset).

XYZ file:
```
21
Properties=species:S:1:pos:R:3:nbo_charge:R:1
B 1.5630 1.7010 -1.1360 1.0713
C -2.2554 -1.7007 0.5037 -0.2711
C -1.6253 -1.5981 1.6876 -0.1237
C -1.9975 -0.7751 -0.5730 0.4282
C -0.5547 -0.5686 -0.7052 0.5039
C 0.1030 -0.2299 0.6098 -0.1356
C 2.1432 0.3810 -0.3510 -0.2828
C -0.5917 -0.6328 1.8375 -0.2940
N 1.5102 -0.3876 0.4840 0.1267
O 2.0332 -1.3152 1.1181 -0.5042
O -2.8316 -0.2923 -1.2725 -0.4585
O 0.0730 -0.7791 -1.7318 -0.4675
O 0.2264 1.9730 -1.1667 -0.9148
O 2.5435 2.4999 -1.7221 -0.8904
S -0.7178 1.1604 1.3451 0.2506
H -3.0988 -2.3984 0.3930 0.2424
H -1.7119 -2.3158 2.3850 0.2207
H 3.1878 0.0756 -0.4707 0.2325
H -0.0850 -0.7222 2.7196 0.2592
H -0.1586 2.7062 -1.6336 0.5119
H 2.2449 3.2187 -2.3206 0.4952
```

Its total energy is -30593.517 eV. The calculation puts the gap between HOMO and LUMO (spin up / spin down) at 0.2861 / 0.2861 hartree. The multiplicity is 1. The HOMO energy (spin up / spin down) is -8.86 / -8.86 eV. The calculation puts the LUMO energy (spin up / spin down) at -1.08 / -1.08 eV. The net charge is 0. The relative energy (zero: lowest compared OMol25 entry of this formula, charge and spin) is 12.28 kcal per mole.


# 4
# C4H5N2O

The ion C4H5N2O with charge +1 in a non-equilibrium geometry (wB97M-V/def2-TZVPD, the Open Molecules 2025 dataset).

XYZ file:
```
12
Properties=species:S:1:pos:R:3:nbo_charge:R:1
C 2.2214 -0.0959 -0.5682 0.4009
C 1.9624 -1.1635 0.2868 0.0977
C 0.1556 0.2979 0.6557 0.6427
C -2.0012 -0.0304 -0.4381 -0.2440
N 1.7833 1.0492 -0.4310 -0.5229
N 0.7264 -1.0481 0.7425 -0.6028
O -0.8928 0.7335 0.1995 -0.3822
H -2.8520 0.5396 -0.2628 0.2347
H -2.0352 -0.9842 -0.1391 0.2095
H -1.6785 0.2866 -1.4410 0.2339
H 2.1722 1.9630 -0.2435 0.4734
H 0.4383 -1.5478 1.6392 0.4590
```

Its total energy is -9241.091 eV. The calculation puts the gap between HOMO and LUMO at 0.2799 hartree. The multiplicity is 1. The HOMO energy is -13.60 eV. The calculation puts the LUMO energy at -5.98 eV. The net charge is +1. The relative energy (zero: lowest compared OMol25 entry of this formula, charge and spin) is 165.08 kcal per mole.


# 5
# C2H5N3OS

An isolated molecule of C2H5N3OS in a non-equilibrium geometry (wB97M-V/def2-TZVPD, the Open Molecules 2025 dataset).

XYZ file:
```
12
Properties=species:S:1:pos:R:3:nbo_charge:R:1
H -3.4015 -0.6096 -0.0303 0.3503
N -2.4854 -0.9661 0.0937 -0.7401
C -1.4924 -0.1892 -0.0022 0.3355
N -1.5113 1.1220 -0.2521 -0.8192
S 0.0371 -1.1891 -0.0887 0.1607
C 1.4534 0.0240 -0.0253 0.5563
N 2.6543 -0.7095 -0.0869 -0.8750
O 1.4278 1.2352 0.0123 -0.6105
H -2.3005 1.5929 -0.0291 0.3793
H -0.5650 1.5698 0.3328 0.4197
H 3.5802 -0.1910 0.4148 0.4331
H 2.6033 -1.6894 -0.3389 0.4098
```

Its total energy is -19507.122 eV. The calculation puts the gap between HOMO and LUMO at 0.3615 hartree. The multiplicity is 1. The HOMO energy is -9.30 eV. The calculation puts the LUMO energy at 0.54 eV. As for the SMILES: [H]/N=C(\N)SC(N)=O. The net charge is 0. The relative energy (zero: lowest compared OMol25 entry of this formula, charge and spin) is 42.16 kcal per mole.


# 6
# C14H19ClN5O12S3V

A structure of composition C14H19ClN5O12S3V in a non-equilibrium geometry (wB97M-V/def2-TZVPD, the Open Molecules 2025 dataset).

XYZ file:
```
55
Properties=species:S:1:pos:R:3:nbo_charge:R:1
V -0.8442 0.5146 0.9806 0.8020
C 0.2526 3.2844 0.6182 -0.2149
C 1.5229 2.5094 0.9700 -0.2272
N 1.2119 1.0769 1.1460 -0.6873
C 1.8462 0.4480 2.3147 -0.2413
C 1.1503 0.8261 3.6213 -0.5337
S -0.6686 0.5418 3.5329 0.3225
C -1.2963 2.2109 3.8431 -0.5338
C -0.8278 3.2408 2.8186 -0.2262
N -0.8531 2.7487 1.4305 -0.6802
H 0.4059 4.3568 0.7776 0.1796
H 0.0117 3.1335 -0.4298 0.2290
H 2.2620 2.6511 0.1823 0.2227
H 1.9486 2.8910 1.9008 0.1794
H 1.5110 0.6085 0.2785 0.4517
H 1.7501 -0.6273 2.1902 0.2521
H 2.9120 0.6948 2.3870 0.1817
H 1.5332 0.1984 4.4245 0.2339
H 1.3108 1.8698 3.8963 0.2036
H -2.3742 2.0885 3.7967 0.2624
H -1.0115 2.5158 4.8507 0.2153
H -1.4387 4.1406 2.9198 0.2033
H 0.1973 3.5268 3.0519 0.1871
H -1.7490 2.9577 0.9953 0.4322
O -5.0790 0.6919 0.3352 -0.8001
Cl -3.7259 1.0069 0.6609 2.5330
O -3.6477 1.6394 1.9697 -0.8601
O -3.1618 1.9205 -0.3168 -0.8307
O -2.9088 -0.2137 0.6924 -0.8386
O 1.2258 -4.5438 -4.2491 -0.3977
N 1.4981 -4.7986 -3.0911 0.5395
O 2.2205 -5.7197 -2.7568 -0.4046
C 0.9514 -3.9310 -2.0510 -0.0322
C 1.2525 -4.1858 -0.7469 -0.1563
C 0.8190 -3.3014 0.2297 -0.0902
C 0.0908 -2.1284 -0.0803 0.4699
O -0.2665 -1.2631 0.7958 -0.7478
C -0.2883 -1.9666 -1.4629 0.0669
C 0.1547 -2.8403 -2.4163 -0.1885
N -1.1198 -0.8514 -1.7192 -0.3500
O -1.9037 -0.9796 -2.9285 -0.3528
O 1.0277 0.7079 -1.5649 -1.0462
N 1.1671 -3.6494 1.6081 0.5440
O 1.5093 -4.8004 1.8305 -0.4103
O 1.1325 -2.7907 2.4663 -0.3862
H 1.8310 -5.0519 -0.4716 0.2687
H -0.1106 -2.7312 -3.4517 0.2502
C 0.5852 0.3838 -5.0463 -0.2515
O -0.1791 -0.0863 -3.9331 -0.4917
C -1.3876 -0.5501 -4.0927 0.5240
S -2.2858 -0.6225 -5.4689 -0.2204
S -0.5036 0.7436 -1.3316 0.8398
H 1.6152 0.1241 -4.8239 0.2038
H 0.4745 1.4634 -5.1161 0.1928
H 0.2502 -0.0830 -5.9666 0.2091
```

Its total energy is -117550.969 eV. The calculation puts the gap between HOMO and LUMO (spin up / spin down) at 0.2223 / 0.2029 hartree. Its expectation value of S² is 0.76. The multiplicity is 2. The HOMO energy (spin up / spin down) is -3.96 / -3.43 eV. The calculation puts the LUMO energy (spin up / spin down) at 2.08 / 2.09 eV. The net charge is -1. The relative energy (zero: lowest compared OMol25 entry of this formula, charge and spin) is 0.00 kcal per mole.


Q: What is the multiplicity in the sixth record?
A: 2